# 1
ORCA calculation (the ωB97M-V functional and the def2-TZVPD basis) on an isolated ion of composition C6H8NO and charge +1.

The geometry in XYZ format:
```
16
Properties=species:S:1:pos:R:3:forces:R:3:mulliken_charge:R:1
C -1.7455 1.2120 -0.3367 2.475 -1.633 0.200 -0.119
N -0.8190 0.3204 -0.0788 -0.283 4.080 -2.375 0.052
C -1.0464 -0.8835 0.3697 -0.638 -4.438 2.723 -0.070
C -0.1126 -1.6847 0.8902 0.866 -0.328 0.658 -0.434
C 1.2707 -1.3016 0.8457 -0.448 2.217 -1.198 -0.211
C 1.6635 -0.1628 0.2770 -0.168 1.445 -1.125 -0.731
C 0.6518 0.7520 -0.4107 -0.391 1.194 -0.326 0.142
O 0.8877 0.7550 -1.7811 -0.585 0.026 -0.086 -0.477
H -1.3655 2.1045 -0.7586 -0.118 1.053 -0.146 0.252
H -2.7702 1.0243 -0.1981 -1.096 -0.344 0.205 0.298
H -1.9979 -1.2385 0.6483 -1.647 0.399 -0.528 0.310
H -0.3973 -2.5751 1.4796 0.038 0.511 -0.795 0.359
H 2.0718 -1.7786 1.2426 1.691 -2.320 1.418 0.474
H 2.7326 0.1610 0.1416 -1.317 -0.455 0.359 0.316
H 0.5369 1.8025 -0.0648 1.068 -0.649 0.244 0.448
H 0.4396 1.4933 -2.2660 0.555 -0.759 0.772 0.393
```
Forces are in eV/Å.

Calculated values
Net charge ... +1
Highest occupied orbital energy ... -13.63 eV
Energy above the lowest of the compared OMol25 structures with the same formula, charge and spin ... 0.593 eV
Structure (SMILES) ... C=[N+]1C=CC=C[C@H]1O



# 2
ORCA calculation (the ωB97M-V functional and the def2-TZVPD basis) on a 2-piece molecular cluster, CCl2N2O4 overall.

The geometry in XYZ format:
```
9
Properties=species:S:1:pos:R:3:forces:R:3:mulliken_charge:R:1
C 0.2335 0.5157 0.3553 0.779 -0.672 -2.419 0.321
N -1.2567 0.3434 0.6635 1.205 1.588 -1.248 0.953
N 0.8264 -1.0379 -1.0110 -1.474 2.757 2.488 0.752
O -1.4724 -0.3360 1.6128 -1.119 -0.845 0.656 -0.531
O 0.0461 -1.0824 -1.8880 0.205 -0.757 -0.922 -0.403
O -2.0002 0.9809 -0.0621 0.003 -1.119 0.829 -0.513
O 1.8373 -1.5433 -0.6905 0.079 -0.400 -0.393 -0.437
Cl 1.2858 0.2006 1.6074 0.233 0.050 0.592 -0.056
Cl 0.5002 1.9590 -0.5874 0.089 -0.603 0.418 -0.087
```
Forces are in eV/Å.

Calculated values
Highest occupied orbital energy (alpha / beta) ... -10.03 / -10.04 eV
Energy above the lowest of the compared OMol25 structures with the same formula, charge and spin ... 1.002 eV



# 3
ORCA calculation (the ωB97M-V functional and the def2-TZVPD basis) on Cl2Hg3O16S2 as an isolated structure.

The geometry in XYZ format:
```
23
Properties=species:S:1:pos:R:3:forces:R:3:mulliken_charge:R:1
Hg 0.0417 1.2653 -1.9837 -1.050 -1.587 1.453 1.878
Hg 0.4393 2.8251 3.6395 0.823 -0.253 -0.269 0.771
Hg -1.8934 -3.2636 0.3567 0.401 1.808 -1.620 1.273
S -0.0253 -2.0874 -2.6465 -1.488 -5.211 -7.344 1.065
O 1.1768 -2.8324 -2.8365 2.396 -0.448 0.691 -0.531
O 0.2760 -0.6977 -2.5573 1.445 5.331 1.021 -0.790
O -0.7503 -2.3371 -3.9408 -0.089 1.121 1.861 -0.587
O -0.7120 -2.6821 -1.5553 -1.768 -1.219 4.442 -0.493
S 3.7884 2.2947 2.4669 5.464 2.562 1.207 1.154
O 4.1874 3.3078 3.5346 -1.140 -1.858 -1.423 -0.520
O 4.3418 2.7078 1.1788 -1.216 -0.058 0.287 -0.558
O 4.2593 0.9775 2.8228 0.081 -0.640 0.651 -0.483
O 2.3342 2.2237 2.4438 -4.093 0.190 -0.543 -0.406
Cl -0.0017 -0.0020 1.5275 -0.387 -0.791 0.412 1.448
O 0.2341 1.0342 0.5746 2.045 2.053 -3.306 -0.704
O 1.1504 -0.4740 2.2138 -0.369 -0.309 -1.110 -0.492
O -0.8469 0.6725 2.4320 -1.754 0.058 2.296 -0.650
O -0.7273 -1.0066 0.7535 0.242 -0.889 0.720 -0.439
Cl -3.4514 -0.4196 -1.7267 -5.524 0.733 -0.276 1.478
O -4.5092 0.5405 -1.1924 1.337 -3.048 -1.798 -0.630
O -3.2724 -1.4469 -0.7002 0.000 -0.622 0.053 -0.587
O -3.7050 -1.0339 -3.0604 0.469 1.487 3.269 -0.534
O -2.3346 0.4346 -1.7449 4.175 1.590 -0.673 -0.664
```
Forces are in eV/Å.

Calculated values
Highest occupied orbital energy ... -9.20 eV
Energy above the lowest of the compared OMol25 structures with the same formula, charge and spin ... 2.229 eV



| no. | calculated total energy (eV) | maximum force (eV/Å) |
| --- | --- | --- |
| 1 | -9879.7870 | 5.245 |
| 2 | -37244.0523 | 3.995 |
| 3 | -91968.6603 | 9.128 |